Entry P
The following is a quantum chemistry calculation of 2 unconnected molecules or ions with the total composition C5H11O3, from the OMol25 dataset.

Results
lowest unoccupied orbital energy = 3.92 eV
HOMO-LUMO gap = 8.41 eV

Structure (ORCA input):
```
! RIJCOSX wB97M-V def2-TZVPD def2/J DEFGRID3
* xyz -1 1
C -0.418 -1.171 1.792
C 1.118 -0.856 1.839
O -1.193 -0.021 2.010
H -0.615 -1.553 0.762
H -0.663 -1.827 2.625
H 1.297 0.144 2.261
H -1.333 0.383 1.080
H 1.555 -0.654 0.851
H 1.536 -1.582 2.524
C -0.044 1.221 -1.321
C 0.901 0.375 -2.150
C -1.568 0.672 -1.231
O -1.874 -0.168 -2.082
O -2.166 0.937 -0.148
H 0.165 1.393 -0.273
H -0.101 2.257 -1.688
H 1.927 0.439 -1.808
H 0.831 0.660 -3.197
H 0.646 -0.650 -1.847
*
```

---

Entry Q
The following is a quantum chemistry calculation of 2 unconnected molecules or ions with the total composition C5H11O3, from the OMol25 dataset.

Results
lowest unoccupied orbital energy = 3.81 eV
HOMO-LUMO gap = 8.20 eV

Structure (ORCA input):
```
! RIJCOSX wB97M-V def2-TZVPD def2/J DEFGRID3
* xyz -1 1
C -1.397 -1.629 0.243
C -1.825 -0.251 0.737
O -0.925 0.684 0.841
O -3.002 -0.112 1.166
H -2.269 -2.304 0.008
H -0.771 -1.973 1.056
H -0.658 -1.744 -0.513
C 1.965 0.457 -0.673
C 1.951 -0.338 0.582
C 1.439 -0.191 -2.066
O 1.169 1.670 -0.583
H 2.943 0.981 -0.868
H 2.097 0.275 1.481
H 0.581 -0.653 -1.486
H 1.160 0.518 -2.815
H 2.150 -0.771 -2.523
H 0.399 1.291 -0.072
H 2.648 -1.117 0.607
H 0.984 -0.726 0.799
*
```

---

Entry R
The following is a quantum chemistry calculation of 2 unconnected molecules or ions with the total composition C5H11O3, from the OMol25 dataset.

Results
lowest unoccupied orbital energy = 4.15 eV
HOMO-LUMO gap = 8.73 eV

Structure (ORCA input):
```
! RIJCOSX wB97M-V def2-TZVPD def2/J DEFGRID3
* xyz -1 1
C 0.399 1.761 -0.604
O -0.932 1.653 -1.107
C 1.360 0.767 -1.260
C 2.754 0.771 -0.671
H 0.652 2.807 -0.819
H 0.435 1.509 0.468
H -1.315 0.792 -0.772
H 0.888 -0.207 -1.176
H 1.392 1.003 -2.332
H 2.674 0.590 0.409
H 3.342 -0.048 -1.079
H 3.229 1.747 -0.821
O -1.368 -0.824 -0.072
C -0.909 -1.361 0.977
O 0.262 -1.325 1.407
C -1.929 -2.064 1.867
H -1.392 -2.665 2.608
H -2.637 -1.406 2.380
H -2.535 -2.749 1.266
*
```

---

Entry S
The following is a quantum chemistry calculation of 2 unconnected molecules or ions with the total composition C5H11O3, from the OMol25 dataset.

Results
lowest unoccupied orbital energy = 3.94 eV
HOMO-LUMO gap = 8.13 eV

Structure (ORCA input):
```
! RIJCOSX wB97M-V def2-TZVPD def2/J DEFGRID3
* xyz -1 1
C -1.320 -0.668 -1.786
C -1.859 0.058 -0.518
O -2.878 0.715 -0.670
O -1.432 -0.172 0.736
H -0.204 -0.541 -1.958
H -2.000 -0.255 -2.515
H -1.642 -1.740 -1.676
C 2.020 -0.110 0.495
C 1.972 1.217 -0.439
C 1.919 -0.020 2.023
O 0.974 -0.935 0.095
H 2.877 -0.704 0.310
H 2.774 1.001 -1.142
H 0.849 0.054 2.623
H 2.355 -0.875 2.534
H 2.304 1.005 2.243
H -0.121 -0.983 0.348
H 2.190 2.039 0.096
H 0.914 1.271 -0.800
*
```

---

Most stable pick: entry R. Distance to second place: 0.0352 hartree.

---

Entry P
The following is a quantum chemistry calculation of 2 unconnected molecules or ions with the total composition C5H11O3, from the OMol25 dataset.

Results
lowest unoccupied orbital energy = 3.74 eV
HOMO-LUMO gap = 7.72 eV

Structure (ORCA input):
```
! RIJCOSX wB97M-V def2-TZVPD def2/J DEFGRID3
* xyz -1 1
C -1.518 1.183 0.981
C -1.467 2.047 -0.298
O -0.832 1.722 -1.340
O -2.085 3.043 0.030
H -1.074 1.708 1.776
H -0.985 0.378 0.832
H -2.633 0.958 1.300
C 1.331 -0.803 -0.377
C 1.220 -1.253 1.084
C 0.358 -1.370 -1.488
O 1.332 0.661 -0.208
H 2.396 -0.899 -0.956
H 0.300 -0.845 1.554
H -0.644 -1.174 -1.299
H 0.640 -0.784 -2.397
H 0.257 -2.512 -1.463
H 0.624 1.162 -0.699
H 1.984 -0.851 1.745
H 0.796 -2.369 1.224
*
```

---

Entry Q
The following is a quantum chemistry calculation of 2 unconnected molecules or ions with the total composition C5H11O3, from the OMol25 dataset.

Results
lowest unoccupied orbital energy = 4.12 eV
HOMO-LUMO gap = 8.95 eV

Structure (ORCA input):
```
! RIJCOSX wB97M-V def2-TZVPD def2/J DEFGRID3
* xyz -1 1
C -1.560 0.671 0.290
C -3.038 0.845 0.653
C -0.702 1.812 0.964
O -1.140 -0.519 0.869
H -1.497 0.688 -0.798
H -3.547 1.635 0.106
H -1.148 1.924 1.952
H 0.311 1.422 1.000
H -0.670 2.782 0.461
H -0.243 -0.968 0.460
H -3.105 1.066 1.727
H -3.465 -0.157 0.563
C 3.136 -1.045 -0.762
C 1.617 -0.704 -0.805
O 1.232 0.259 -1.466
O 0.911 -1.522 -0.108
H 3.368 -1.698 0.079
H 3.818 -0.202 -0.681
H 3.211 -1.690 -1.648
*
```

---

Entry R
The following is a quantum chemistry calculation of 2 unconnected molecules or ions with the total composition C5H11O3, from the OMol25 dataset.

Results
lowest unoccupied orbital energy = 3.84 eV
HOMO-LUMO gap = 6.49 eV

Structure (ORCA input):
```
! RIJCOSX wB97M-V def2-TZVPD def2/J DEFGRID3
* xyz -1 1
C 0.367 -1.694 -0.041
O -0.440 -1.491 -1.174
C -0.258 -1.236 1.257
C -0.503 0.312 1.356
C -1.289 0.959 0.270
C -0.715 1.858 -0.635
O -1.262 2.500 -1.554
H 0.604 -2.753 -0.020
H 1.356 -1.234 -0.198
H 0.323 -1.499 2.142
H -1.250 -1.636 1.291
H -0.896 0.472 2.367
H 0.493 0.779 1.317
H -2.351 0.840 0.042
H -1.003 -0.718 -0.969
H 0.393 1.942 -0.430
H 2.499 1.302 -1.163
H 1.564 0.397 -1.830
O 2.367 0.900 -2.029
*
```

---

Most stable pick: entry Q. Distance to second place: 0.0614 hartree.

---

Entry P
The following is a quantum chemistry calculation of a molecular structure, C31H30N10O2OsS2Si, from the OMol25 dataset.

Results
lowest unoccupied orbital energy (alpha / beta) = -7.21 / -7.21 eV
HOMO-LUMO gap (alpha / beta) = 5.57 / 5.57 eV

Structure (ORCA input):
```
! RIJCOSX wB97M-V def2-TZVPD def2/J DEFGRID3
* xyz 2 1
Os -0.213 -0.648 -0.448
S 3.629 -4.173 4.989
N 2.053 -4.189 4.666
C 1.874 -3.406 3.614
C 0.601 -3.128 2.974
C -0.636 -3.594 3.420
C -1.777 -3.191 2.759
C -1.668 -2.353 1.658
N -0.487 -1.934 1.204
C 0.631 -2.292 1.864
C 1.846 -1.679 1.392
N 1.709 -0.849 0.333
C 2.789 -0.201 -0.106
C 4.036 -0.350 0.486
C 4.185 -1.203 1.558
C 3.066 -1.888 2.026
C 3.069 -2.800 3.157
N 4.132 -3.133 3.870
H -0.681 -4.242 4.285
H -2.758 -3.500 3.091
H -2.544 -1.997 1.132
H 2.652 0.441 -0.961
H 4.876 0.204 0.092
H 5.143 -1.347 2.041
N -0.804 6.821 2.965
C -0.833 5.479 2.819
C -2.037 4.767 2.987
C -2.071 3.406 2.829
C -0.897 2.719 2.506
C 0.311 3.407 2.343
C 0.341 4.770 2.490
S -0.919 1.016 2.356
O -2.123 0.450 2.881
O 0.362 0.452 2.666
N -1.013 0.703 0.652
C -2.182 0.935 -0.089
N -3.091 1.849 0.093
C -4.094 1.818 -0.799
C -4.156 0.906 -1.843
C -3.133 -0.021 -1.948
N -2.159 -0.011 -1.045
H -1.614 7.321 3.283
H 0.064 7.325 2.933
H -2.938 5.304 3.256
H -2.993 2.859 2.969
H 1.219 2.860 2.127
H 1.274 5.308 2.377
H -4.870 2.561 -0.661
H -4.976 0.912 -2.545
H -3.093 -0.774 -2.726
C -1.220 -4.344 -1.016
C -0.697 -3.506 -2.138
C -0.497 -4.013 -3.409
C 0.025 -3.197 -4.408
C 0.362 -1.881 -4.146
C 0.129 -1.420 -2.858
N -0.419 -2.213 -1.905
N 0.464 -0.222 -2.256
Si 1.097 1.239 -3.089
C -0.026 1.518 -4.552
C 2.849 0.982 -3.652
C 0.964 2.605 -1.821
H -1.652 -5.265 -1.398
H -1.985 -3.808 -0.454
H -0.415 -4.609 -0.327
H -0.754 -5.042 -3.615
H 0.185 -3.602 -5.399
H 0.805 -1.244 -4.896
H 0.398 1.117 -5.474
H -0.176 2.589 -4.705
H -1.010 1.066 -4.410
H 2.944 0.130 -4.326
H 3.560 0.838 -2.835
H 3.170 1.867 -4.209
H 0.882 2.240 -0.794
H 0.082 3.221 -2.010
H 1.834 3.263 -1.869
*
```

---

Entry Q
The following is a quantum chemistry calculation of a molecular structure, C31H30N10O2OsS2Si, from the OMol25 dataset.

Results
lowest unoccupied orbital energy = -7.10 eV
HOMO-LUMO gap = 5.56 eV

Structure (ORCA input):
```
! RIJCOSX wB97M-V def2-TZVPD def2/J DEFGRID3
* xyz 2 1
Os -0.645 -0.206 0.471
S -1.744 3.938 6.580
N -1.673 4.389 5.039
C -1.498 3.288 4.326
C -1.336 3.233 2.886
C -1.327 4.349 2.044
C -1.157 4.152 0.694
C -0.986 2.862 0.198
N -0.987 1.791 0.985
C -1.171 1.976 2.315
C -1.182 0.774 3.125
N -1.033 -0.398 2.456
C -0.996 -1.553 3.130
C -1.128 -1.589 4.509
C -1.296 -0.407 5.203
C -1.324 0.806 4.505
C -1.486 2.111 5.114
N -1.654 2.343 6.406
H -1.451 5.338 2.465
H -1.147 4.985 0.005
H -0.848 2.679 -0.856
H -0.852 -2.443 2.535
H -1.093 -2.539 5.021
H -1.401 -0.399 6.280
N 6.209 -2.182 -3.328
C 5.334 -1.797 -2.370
C 4.037 -2.349 -2.323
C 3.148 -1.952 -1.356
C 3.527 -0.993 -0.414
C 4.799 -0.422 -0.457
C 5.692 -0.823 -1.422
S 2.425 -0.487 0.809
O 3.035 0.478 1.661
O 1.713 -1.587 1.413
N 1.143 0.294 -0.015
C 1.453 1.312 -0.953
N 2.543 2.034 -0.769
C 2.842 2.898 -1.736
C 2.050 3.050 -2.863
C 0.924 2.252 -2.937
N 0.619 1.363 -1.989
H 5.997 -2.951 -3.937
H 7.163 -1.870 -3.302
H 3.749 -3.095 -3.054
H 2.154 -2.383 -1.327
H 5.072 0.327 0.274
H 6.684 -0.391 -1.450
H 3.741 3.486 -1.593
H 2.302 3.751 -3.645
H 0.246 2.306 -3.781
C 0.738 -4.133 0.577
C -0.113 -3.529 -0.493
C -0.415 -4.266 -1.637
C -1.222 -3.740 -2.627
C -1.784 -2.480 -2.464
C -1.488 -1.831 -1.289
N -0.639 -2.299 -0.352
N -1.923 -0.563 -0.852
Si -3.430 0.316 -1.378
C -4.744 -0.975 -1.609
C -3.939 1.407 0.047
C -3.023 1.257 -2.925
H 0.887 -5.190 0.373
H 0.255 -4.042 1.550
H 1.703 -3.641 0.655
H -0.007 -5.262 -1.734
H -1.428 -4.314 -3.520
H -2.414 -2.028 -3.215
H -4.844 -1.604 -0.722
H -4.599 -1.624 -2.471
H -5.699 -0.462 -1.752
H -3.808 0.908 1.010
H -5.009 1.606 -0.060
H -3.440 2.375 0.079
H -2.824 0.584 -3.762
H -2.132 1.871 -2.787
H -3.848 1.911 -3.214
*
```

---

Most stable pick: entry P. Distance to second place: 0.0287 hartree.

---

Entry P
The following is a quantum chemistry calculation of 2 unconnected molecules or ions with the total composition C3H7NO3, from the OMol25 dataset.

Results
lowest unoccupied orbital energy = 0.29 eV
HOMO-LUMO gap = 9.81 eV

Structure (ORCA input):
```
! RIJCOSX wB97M-V def2-TZVPD def2/J DEFGRID3
* xyz 0 1
O -0.866 -2.609 2.237
C 0.084 -2.322 1.565
C 0.062 -1.333 0.436
N 1.015 -0.263 0.734
H 1.067 -2.786 1.761
H 0.389 -1.844 -0.472
H -0.961 -0.992 0.251
H 1.055 0.387 -0.043
H 0.654 0.278 1.505
O 0.162 1.018 -2.207
C -0.479 1.957 -1.860
O -0.232 2.636 -0.710
H -1.348 2.357 -2.402
H -0.603 3.516 -0.794
*
```

---

Entry Q
The following is a quantum chemistry calculation of a single C3H7NO3 molecule, from the OMol25 dataset.

Results
lowest unoccupied orbital energy = 0.35 eV
HOMO-LUMO gap = 10.33 eV

Structure (ORCA input):
```
! RIJCOSX wB97M-V def2-TZVPD def2/J DEFGRID3
* xyz 0 1
C 0.094 0.576 -0.332
C -0.929 -0.391 0.065
C 1.474 0.559 0.273
H -0.932 1.751 0.968
H -1.299 2.194 -0.702
H 0.149 0.368 -1.398
H 2.004 1.546 0.053
H 1.269 0.508 1.410
H 1.546 -1.231 -0.032
H -1.042 -2.161 0.000
N -0.519 1.912 -0.042
O -2.153 -0.365 0.119
O 2.179 -0.571 -0.095
O -0.263 -1.668 -0.029
*
```

---

Entry R
The following is a quantum chemistry calculation of a single C3H7NO3 molecule, from the OMol25 dataset.

Results
lowest unoccupied orbital energy = 0.92 eV
HOMO-LUMO gap = 10.81 eV

Structure (ORCA input):
```
! RIJCOSX wB97M-V def2-TZVPD def2/J DEFGRID3
* xyz 0 1
C 0.998 -0.052 0.502
O 1.944 -0.236 -0.486
O 1.610 -0.068 1.717
O 0.223 1.134 0.259
H 1.533 -0.070 -1.344
H 2.410 0.473 1.670
N -1.312 0.406 -1.370
C -0.963 0.378 0.030
C -0.265 -0.927 0.435
H -1.444 1.366 -1.670
H -2.175 -0.101 -1.524
H -1.766 0.719 0.706
H -0.548 -1.324 1.403
H -0.246 -1.699 -0.327
*
```

---

Most stable pick: entry R. Distance to second place: 0.0115 hartree.